Below is a 3-piece molecular cluster, C3H13NO2 overall in a non-equilibrium geometry, with properties calculated with ωB97M-V/def2-TZVPD.

Its energy relative to the best compared isomer or geometry (same formula, charge and spin) is 242.23 kJ/mol. For the LUMO energy, the calculation gives 0.02177 Ha. The value obtained for the total energy is -8904.9153 eV.

ORCA input file:
```
! RIJCOSX wB97M-V def2-TZVPD def2/J DEFGRID3
* xyz 0 1
O 2.1187 1.7409 2.4626
O 0.1574 -1.0536 2.7747
N -0.2470 -0.2763 -0.9878
C -0.3884 1.1758 -0.8201
C -1.2014 -1.0813 -0.1506
C -0.2742 -0.4810 -2.4184
H 0.6557 -1.5879 2.1367
H 0.4404 0.0653 -3.0625
H -0.6012 -1.7703 0.5067
H -1.6726 -0.3338 0.4516
H -1.8257 -1.7276 -0.7570
H 2.1961 1.2792 1.6095
H 0.3862 1.5514 -1.4549
H -1.2307 -0.2046 -2.9089
H -0.4608 -1.6663 -2.5434
H 0.7770 -0.4618 3.1097
H 2.9465 1.6402 2.9977
H -1.4799 1.6141 -1.2316
H -0.2961 1.5777 0.2860
*
```

These are the Löwdin partial charges, in e, on atoms 1 to 2:
1. O -0.08
2. O -0.04